No. 1
Entry from the Open Molecules 2025 dataset: one molecule with the formula C5H10N2 in a non-equilibrium geometry (ωB97M-V/def2-TZVPD).

Cartesian coordinates (Å):
C1 -0.925 0.624 0.887
C2 0.550 1.074 0.958
C3 0.995 -0.578 -0.720
C4 0.287 -1.608 -0.164
C5 -0.500 -0.701 -1.085
H1 -1.560 1.458 0.954
H2 -1.264 -0.287 1.428
H3 0.294 2.077 1.227
H4 1.109 0.712 1.815
H5 0.643 1.314 -1.019
H6 1.667 -0.625 -1.598
H7 0.250 -1.485 1.041
H8 0.693 -2.764 -0.043
H9 -0.899 -1.278 -1.938
H10 -1.226 1.117 -1.123
N1 1.235 0.730 -0.232
N2 -1.349 0.220 -0.388

Values from the calculation:
- SMILES string = C1CN[C@@H]2C[C@@H]2N1
- net charge = 0
- Kohn-Sham gap (eV) = 8.836
- F_max (Eh/bohr) = 0.1753

***

No. 2
Entry from the Open Molecules 2025 dataset: one molecule with the formula C5H10N2 in a non-equilibrium geometry (ωB97M-V/def2-TZVPD).

Cartesian coordinates (Å):
C1 -0.044 -1.040 -0.256
C2 0.905 0.262 -1.040
C3 0.236 1.419 -0.266
C4 0.394 0.868 1.132
C5 -0.514 -0.363 1.134
H1 -1.966 -1.725 -0.567
H2 -0.758 -2.044 -1.755
H3 0.596 -1.970 -0.194
H4 1.923 0.108 -0.980
H5 0.675 0.288 -2.067
H6 -0.852 1.101 -0.592
H7 1.015 2.939 1.185
H8 1.385 0.495 1.198
H9 -0.318 -1.182 1.902
H10 -1.632 -0.210 1.263
N1 -1.164 -1.245 -1.052
N2 0.118 2.300 0.954

Values from the calculation:
- SMILES string = NC1C[C@@H]2N[C@H]2C1
- net charge = 0
- Kohn-Sham gap (eV) = 9.472
- F_max (Eh/bohr) = 0.1080

***

No. 3
Entry from the Open Molecules 2025 dataset: C5H10N2 as an isolated structure in a non-equilibrium geometry (ωB97M-V/def2-TZVPD).

Cartesian coordinates (Å):
C1 -1.067 -0.461 0.125
C2 0.238 0.007 1.069
C3 0.721 1.188 0.405
C4 0.111 -0.685 -0.813
C5 0.841 -1.186 0.253
H1 -1.425 1.375 -0.368
H2 -2.662 0.085 -1.021
H3 -1.383 -1.554 0.396
H4 -0.371 -0.034 2.154
H5 -0.042 2.065 0.440
H6 1.768 1.961 0.686
H7 1.808 0.579 -1.138
H8 0.606 -1.278 -1.702
H9 0.327 -2.127 0.451
H10 1.996 -1.024 0.227
N1 -2.150 0.396 -0.097
N2 0.685 0.695 -1.067

Values from the calculation:
- net charge = 0
- Kohn-Sham gap (eV) = 10.005
- F_max (Eh/bohr) = 0.1375

***

No. 4
Entry from the Open Molecules 2025 dataset: C5H10N2O as an isolated structure in a non-equilibrium geometry (ωB97M-V/def2-TZVPD).

Cartesian coordinates (Å):
C1 0.586 -0.875 0.352
C2 -2.273 0.288 0.987
N1 2.497 -0.979 0.136
C3 -1.605 -0.130 -0.287
C4 0.358 0.251 -0.413
C5 0.781 1.235 -1.153
O1 3.246 0.231 0.354
N2 -2.113 -0.485 -1.370
H1 3.554 0.147 1.264
H2 2.616 -1.117 -0.870
H3 -3.140 -0.429 -1.412
H4 0.343 -1.849 -0.063
H5 0.516 -0.759 1.429
H6 -1.867 1.243 1.325
H7 -3.356 0.389 0.853
H8 -2.079 -0.443 1.774
H9 1.850 1.394 -1.247
H10 0.086 1.889 -1.660

Values from the calculation:
- net charge = 0
- Kohn-Sham gap (eV) = 8.304
- F_max (Eh/bohr) = 0.1262

***

No. 5
Entry from the Open Molecules 2025 dataset: C5H10N2O as an isolated structure in a non-equilibrium geometry (ωB97M-V/def2-TZVPD).

Cartesian coordinates (Å):
C1 1.892 1.727 0.525
C2 -2.024 -0.196 0.358
C3 0.374 -0.169 -0.524
C4 -0.730 -0.839 -0.036
N1 -0.695 -2.225 0.026
C5 0.227 1.150 -1.152
O1 1.569 -0.852 -0.674
N2 0.526 1.688 0.036
H1 1.674 -1.457 0.075
H2 -1.575 -2.687 0.203
H3 -0.138 -2.697 -0.674
H4 -0.752 1.420 -1.549
H5 2.031 1.030 1.358
H6 2.057 2.747 0.886
H7 2.644 1.504 -0.239
H8 -2.789 -0.374 -0.409
H9 -2.392 -0.644 1.286
H10 -1.900 0.873 0.505

Values from the calculation:
- net charge = 0
- Kohn-Sham gap (spin up / spin down) (eV) = 7.249 / 7.248
- F_max (Eh/bohr) = 0.0490

***

No. 6
Entry from the Open Molecules 2025 dataset: C5H10N2O as an isolated structure in a non-equilibrium geometry (ωB97M-V/def2-TZVPD).

Cartesian coordinates (Å):
C1 -0.181 1.503 0.663
C2 0.257 -2.159 0.280
C3 1.900 0.168 -0.201
C4 0.507 0.205 0.378
C5 -0.861 1.302 -0.667
O1 -2.895 0.613 -0.016
N1 -1.846 0.432 -0.925
N2 -0.195 -0.863 0.743
H1 -3.618 0.089 -0.401
H2 -0.858 1.447 1.513
H3 0.486 2.364 0.627
H4 -0.571 1.965 -1.492
H5 1.216 -2.420 0.744
H6 -0.451 -2.923 0.611
H7 0.354 -2.201 -0.811
H8 1.936 -0.452 -1.099
H9 2.594 -0.243 0.537
H10 2.225 1.171 -0.484

Values from the calculation:
- net charge = 0
- Kohn-Sham gap (spin up / spin down) (eV) = 8.004 / 8.074
- F_max (Eh/bohr) = 0.0991

***

What did we get for E_tot? Answer: -8322.2468 -8321.7860 -8320.9711 -10368.2968 -10370.6997 -10370.0066 eV, in the order shown.